ORCA calculation (ωB97M-V/def2-TZVPD) on a 4-piece molecular cluster, C23H58BrN3OPS overall in a non-equilibrium geometry.

Properties
M: 535.68 g/mol
F_max: 1.936 eV/Å
Charge: -1
E: -4464.05868 a.u.
LUMO: 2.299 eV

Geometry (Å):
C -1.37 0.96 3.61
C -1.79 -0.26 2.78
S -3.23 -1.12 3.46
C -4.48 -0.98 2.15
P -5.94 0.25 2.50
C -4.67 1.76 2.69
C -5.13 2.90 1.94
O -6.07 3.60 2.13
Br -4.03 3.31 0.28
H -2.04 1.09 4.44
H -1.40 1.87 3.04
H -0.36 0.81 3.98
H -0.96 -0.94 2.64
H -2.09 0.08 1.80
H -4.92 -1.94 1.95
H -3.97 -0.64 1.26
H -6.00 0.53 1.05
H -6.93 -0.84 2.33
H -5.85 -0.06 3.93
H -7.03 1.18 2.76
H -3.72 1.47 2.28
H -4.59 2.02 3.73
C 0.42 -3.80 2.61
C -0.45 -3.14 1.55
N 0.13 -1.93 1.01
C -0.81 -1.14 0.23
C -1.35 -1.74 -1.07
C 1.46 -2.06 0.46
C 1.69 -3.06 -0.69
H 0.67 -3.09 3.40
H -0.11 -4.64 3.05
H 1.35 -4.18 2.19
H -1.40 -2.87 2.02
H -0.69 -3.89 0.78
H -0.35 -0.18 0.01
H -1.66 -0.91 0.88
H -0.61 -1.73 -1.87
H -2.20 -1.15 -1.42
H -1.70 -2.77 -0.94
H 2.13 -2.32 1.28
H 1.79 -1.07 0.13
H 1.20 -4.02 -0.50
H 2.76 -3.26 -0.79
H 1.34 -2.68 -1.64
C 1.56 2.11 1.34
C 2.73 2.79 2.03
N 2.98 2.30 3.38
C 3.98 3.07 4.09
C 5.42 3.05 3.56
C 3.04 0.86 3.51
C 4.02 0.07 2.63
H 0.65 2.17 1.93
H 1.38 2.59 0.38
H 1.77 1.05 1.14
H 2.53 3.86 2.11
H 3.61 2.68 1.38
H 3.98 2.75 5.13
H 3.64 4.11 4.11
H 5.92 2.11 3.78
H 6.00 3.84 4.05
H 5.47 3.22 2.49
H 2.04 0.47 3.31
H 3.22 0.62 4.56
H 3.99 0.41 1.60
H 3.70 -0.98 2.63
H 5.05 0.10 2.98
C 1.08 1.20 -7.84
C 0.90 -0.13 -7.11
N 1.05 -0.02 -5.68
C 1.17 -1.30 -5.01
C -0.04 -2.25 -5.06
C 0.20 0.96 -5.03
C -1.32 0.82 -5.19
H 2.04 1.65 -7.58
H 1.06 1.03 -8.92
H 0.29 1.91 -7.60
H 1.67 -0.82 -7.47
H -0.07 -0.56 -7.41
H 1.43 -1.12 -3.97
H 2.02 -1.82 -5.44
H -0.84 -1.92 -4.39
H 0.26 -3.24 -4.72
H -0.45 -2.36 -6.06
H 0.49 1.95 -5.39
H 0.45 0.97 -3.96
H -1.60 0.60 -6.22
H -1.80 1.75 -4.91
H -1.73 0.04 -4.55

ORCA calculation (ωB97M-V/def2-TZVPD) on a 7-piece molecular cluster, C4H22N2O7 overall in a non-equilibrium geometry.

Properties
M: 210.23 g/mol
F_max: 2.709 eV/Å
E: -801.76237 a.u.
LUMO: 0.190 eV

Geometry (Å):
C -2.10 1.49 -1.43
N -0.70 1.75 -1.07
C -0.42 1.68 0.27
O -1.31 1.70 1.10
C 0.42 1.33 -1.95
C 0.88 -0.11 -1.84
N 1.45 -0.53 -0.59
H -2.26 1.51 -2.50
H -2.58 2.31 -0.90
H -2.50 0.55 -1.05
H 0.66 1.74 0.42
H 0.14 1.55 -2.98
H 1.22 2.02 -1.67
H 0.12 -0.84 -2.20
H 1.44 -0.38 -2.75
H 1.63 0.28 -0.04
H 0.89 -1.15 -0.03
O 4.00 -0.89 -0.29
H 3.89 -1.53 -1.00
H 3.40 -1.16 0.40
O -2.87 -1.21 1.18
H -3.29 -0.44 1.53
H -1.92 -1.10 1.13
O 0.28 -1.90 1.58
H 0.75 -2.54 2.14
H 0.18 -1.23 2.29
O 0.17 0.47 2.88
H -0.42 1.20 2.62
H -0.23 0.16 3.70
O 2.53 0.92 1.95
H 2.10 0.07 2.12
H 3.19 0.72 1.28
O -2.95 -1.84 -1.63
H -3.14 -1.94 -0.69
H -2.61 -2.65 -1.99

ORCA calculation (ωB97M-V/def2-TZVPD) on one molecule with the formula C4H4ClF3 in a non-equilibrium geometry.

Properties
M: 144.52 g/mol
F_max: 2.997 eV/Å
E: -914.56729 a.u.
LUMO: 0.857 eV

Geometry (Å):
C -1.25 -1.27 0.21
C -1.08 0.03 0.37
F -1.95 0.87 0.96
C 0.12 0.98 0.00
C 1.30 0.13 -0.38
F 1.03 -0.52 -1.54
F 1.57 -0.72 0.57
Cl 2.89 0.93 -0.60
H -2.23 -1.68 0.50
H -0.47 -2.10 0.00
H -0.35 1.59 -0.83
H 0.43 1.77 0.74

ORCA calculation (ωB97M-V/def2-TZVPD) on a 12-piece molecular cluster, C5H35N2O11 overall in a non-equilibrium geometry.

Properties
M: 299.34 g/mol
F_max: 2.263 eV/Å
Charge: +1
E: -1148.45044 a.u.
LUMO: -2.265 eV

Geometry (Å):
C -0.55 2.56 -2.06
C -1.16 1.68 -1.00
C -0.14 1.12 0.02
C -0.31 -0.38 0.14
N 0.71 -0.90 1.05
C 1.39 -2.01 0.88
N 1.03 -2.89 -0.03
H -1.22 3.19 -2.64
H 0.19 3.20 -1.58
H 0.04 2.05 -2.84
H -1.84 2.31 -0.38
H -1.96 0.94 -1.18
H -0.22 1.75 0.92
H 0.90 1.32 -0.25
H -1.26 -0.73 0.55
H -0.19 -0.76 -0.88
H 1.17 -0.30 1.71
H 2.19 -2.23 1.56
H 0.17 -2.78 -0.56
H 1.50 -3.77 -0.13
H 2.09 2.63 1.85
H 2.23 4.15 1.35
O 2.68 3.31 1.50
H -3.28 -0.50 3.62
H -1.78 -0.75 3.37
O -2.59 -0.42 2.95
H -4.46 -1.51 -2.21
H -4.01 -0.19 -1.49
O -3.77 -0.83 -2.20
H 2.96 0.72 3.36
H 1.86 1.70 3.91
O 2.01 0.89 3.39
H 0.93 -1.04 -3.22
H 1.95 -2.03 -3.37
O 1.71 -1.39 -2.70
H -2.20 -3.50 -2.61
H -2.47 -1.98 -2.44
O -1.81 -2.71 -2.25
H -0.94 0.03 -3.26
H -1.20 -1.39 -3.83
O -0.61 -0.63 -3.88
H -3.69 1.27 -0.38
H -5.05 1.37 0.10
O -4.58 1.26 -0.73
H 4.19 0.14 1.08
H 4.56 1.41 1.81
O 4.23 0.50 1.98
H 2.76 -1.04 -1.18
H 4.02 -0.86 -0.56
O 3.09 -0.80 -0.29
H 0.40 -0.58 5.07
H 0.44 -0.06 3.66
O -0.12 -0.57 4.27

Question: Which formula does entry 3 have?
Answer: C4H4ClF3

What did the second record say?
ORCA calculation (ωB97M-V/def2-TZVPD) on a 7-piece molecular cluster, C4H22N2O7 overall in a non-equilibrium geometry.

Properties
M: 210.23 g/mol
F_max: 2.709 eV/Å
E: -801.76237 a.u.
LUMO: 0.190 eV

Geometry (Å):
C -2.10 1.49 -1.43
N -0.70 1.75 -1.07
C -0.42 1.68 0.27
O -1.31 1.70 1.10
C 0.42 1.33 -1.95
C 0.88 -0.11 -1.84
N 1.45 -0.53 -0.59
H -2.26 1.51 -2.50
H -2.58 2.31 -0.90
H -2.50 0.55 -1.05
H 0.66 1.74 0.42
H 0.14 1.55 -2.98
H 1.22 2.02 -1.67
H 0.12 -0.84 -2.20
H 1.44 -0.38 -2.75
H 1.63 0.28 -0.04
H 0.89 -1.15 -0.03
O 4.00 -0.89 -0.29
H 3.89 -1.53 -1.00
H 3.40 -1.16 0.40
O -2.87 -1.21 1.18
H -3.29 -0.44 1.53
H -1.92 -1.10 1.13
O 0.28 -1.90 1.58
H 0.75 -2.54 2.14
H 0.18 -1.23 2.29
O 0.17 0.47 2.88
H -0.42 1.20 2.62
H -0.23 0.16 3.70
O 2.53 0.92 1.95
H 2.10 0.07 2.12
H 3.19 0.72 1.28
O -2.95 -1.84 -1.63
H -3.14 -1.94 -0.69
H -2.61 -2.65 -1.99

Question: What is the LUMO in the second record?
Answer: 0.190 eV